# 1
{"formula": "C14H8Cl4INO6PbSi", "method": "ωB97M-V/def2-TZVPD", "species": ["Pb", "Cl", "Si", "Cl", "Cl", "I", "C", "C", "C", "C", "C", "C", "C", "O", "O", "H", "H", "H", "H", "Cl", "O", "C", "O", "C", "C", "C", "C", "C", "C", "N", "O", "O", "H", "H", "H", "H"], "xyz": [[-0.716, -1.466, 1.378], [4.219, 1.141, -0.245], [2.222, 1.153, -0.025], [1.297, 0.834, -1.751], [1.630, 2.813, 0.905], [-5.828, 5.946, -0.012], [-4.600, 4.279, 0.396], [-5.019, 3.333, 1.314], [-4.187, 2.271, 1.614], [-2.942, 2.159, 1.001], [-2.548, 3.110, 0.064], [-3.375, 4.172, -0.245], [-2.066, 1.006, 1.324], [-0.973, 0.861, 0.697], [-2.413, 0.182, 2.198], [-5.983, 3.423, 1.792], [-4.496, 1.524, 2.327], [-1.593, 3.003, -0.425], [-3.074, 4.912, -0.971], [1.904, -0.441, 1.284], [-2.320, -1.627, -0.482], [-1.442, -1.547, -1.376], [-0.220, -1.592, -1.099], [-1.886, -1.383, -2.792], [-3.253, -1.374, -3.068], [-3.695, -1.219, -4.365], [-2.758, -1.058, -5.380], [-1.395, -1.044, -5.114], [-0.957, -1.208, -3.815], [-3.214, -0.932, -6.746], [-4.406, -0.998, -6.946], [-2.376, -0.776, -7.607], [-3.948, -1.502, -2.252], [-4.744, -1.226, -4.616], [-0.708, -0.916, -5.936], [0.095, -1.211, -3.578]], "e_tot_ha": -3665.5249, "total_charge": 0}

***

# 2
{"formula": "C14H9BCl4NO4S", "method": "ωB97M-V/def2-TZVPD", "species": ["Cl", "B", "Cl", "Cl", "O", "C", "C", "C", "C", "C", "Cl", "C", "C", "H", "H", "H", "H", "H", "C", "C", "C", "C", "C", "C", "S", "O", "O", "N", "C", "O", "H", "H", "H", "H"], "xyz": [[0.342, 1.738, 3.610], [-0.476, 2.119, 2.014], [-1.979, 1.050, 1.714], [-0.907, 3.917, 1.871], [0.547, 1.715, 0.897], [0.642, 2.098, -0.321], [1.178, 1.088, -1.271], [0.736, 0.976, -2.597], [1.347, 0.052, -3.465], [2.411, -0.732, -2.975], [3.284, -1.739, -4.050], [2.770, -0.715, -1.619], [2.121, 0.178, -0.756], [0.061, 2.927, -0.726], [-0.062, 1.628, -2.949], [1.034, -0.048, -4.501], [3.557, -1.376, -1.258], [2.374, 0.202, 0.304], [2.785, 8.184, -2.115], [1.914, 7.116, -2.298], [2.096, 5.942, -1.561], [3.113, 5.855, -0.632], [4.000, 6.921, -0.429], [3.833, 8.093, -1.185], [3.055, 4.281, 0.223], [4.211, 3.468, -0.075], [2.668, 4.483, 1.598], [1.794, 3.800, -0.711], [1.271, 4.700, -1.596], [0.273, 4.520, -2.314], [2.685, 9.110, -2.671], [1.093, 7.202, -3.005], [4.809, 6.832, 0.295], [4.514, 8.938, -1.050]], "e_tot_ha": -3158.6571, "total_charge": -1}

***

# 3
{"formula": "C14H9Cl6HfN5O4", "method": "ωB97M-V/def2-TZVPD", "species": ["Hf", "Cl", "C", "C", "C", "Cl", "C", "Cl", "C", "Cl", "C", "Cl", "Cl", "C", "C", "C", "C", "O", "C", "C", "O", "C", "H", "H", "H", "H", "N", "N", "C", "N", "N", "N", "O", "O", "H", "H", "H", "H", "H"], "xyz": [[-0.522, -0.128, -0.439], [-1.105, 1.201, 2.755], [-1.544, 2.272, 1.455], [-1.280, 1.826, 0.172], [-1.643, 2.654, -0.865], [-1.274, 2.001, -2.473], [-2.238, 3.892, -0.711], [-2.651, 4.852, -2.058], [-2.482, 4.315, 0.606], [-3.208, 5.829, 0.871], [-2.135, 3.504, 1.702], [-2.439, 4.025, 3.296], [3.021, -2.364, 5.605], [2.481, -1.786, 4.081], [3.263, -0.865, 3.372], [2.873, -0.370, 2.138], [1.671, -0.781, 1.593], [1.262, -0.310, 0.402], [0.865, -1.713, 2.294], [-0.352, -2.196, 1.789], [-0.905, -1.823, 0.702], [1.295, -2.217, 3.547], [4.198, -0.535, 3.808], [3.492, 0.341, 1.610], [-0.887, -2.963, 2.351], [0.683, -2.933, 4.080], [1.498, 0.012, -2.397], [1.240, -0.891, -3.446], [0.051, -1.505, -3.486], [-0.314, -2.246, -4.508], [-0.685, -1.268, -2.381], [-2.034, -1.471, -2.338], [-2.676, -2.114, -3.095], [-2.475, -0.845, -1.335], [1.643, 0.940, -2.788], [2.331, -0.279, -1.892], [1.920, -1.021, -4.182], [0.263, -2.317, -5.334], [-1.203, -2.724, -4.503]], "relative_energy_ev": 0.0000, "total_charge": 2}

***

# 4
{"formula": "C14H9N7O6SSn", "method": "ωB97M-V/def2-TZVPD", "species": ["Sn", "O", "C", "O", "C", "C", "C", "C", "C", "N", "C", "O", "O", "H", "H", "H", "N", "C", "N", "C", "N", "C", "S", "C", "O", "H", "H", "H", "H", "H", "H", "O", "N", "C", "C", "N", "C", "N"], "xyz": [[-0.531, 1.527, -1.131], [2.437, 0.211, -3.956], [1.449, 0.410, -3.275], [1.154, 1.476, -2.620], [0.447, -0.733, -3.076], [0.482, -1.931, -3.765], [-0.481, -2.887, -3.469], [-1.432, -2.637, -2.491], [-1.398, -1.416, -1.840], [-0.483, -0.505, -2.150], [-2.358, -1.000, -0.730], [-3.209, -1.773, -0.352], [-2.142, 0.197, -0.311], [1.252, -2.087, -4.506], [-0.484, -3.831, -3.998], [-2.193, -3.353, -2.216], [-1.515, 1.713, 2.241], [-0.489, 1.866, 2.914], [0.560, 2.109, 3.431], [1.147, 2.786, 4.388], [1.750, 3.338, 5.196], [3.512, 0.278, -0.822], [2.675, 1.241, 0.427], [3.166, 0.278, 1.880], [1.180, 0.959, 0.328], [3.128, -0.741, -0.827], [4.568, 0.283, -0.555], [3.377, 0.761, -1.785], [3.991, -0.388, 1.643], [2.291, -0.305, 2.159], [3.446, 0.950, 2.686], [-1.694, -0.284, 3.330], [-2.260, 0.588, 2.672], [-3.526, 0.591, 2.306], [-4.039, 1.643, 1.511], [-4.456, 2.512, 0.889], [-4.322, -0.497, 2.751], [-4.997, -1.346, 3.123]], "relative_energy_ev": 0.6021, "total_charge": 0}